1.
Entry from the OMol25 dataset: one molecule with the formula C4H6O2 (the ωB97M-V functional and the def2-TZVPD basis).

The geometry in XYZ format:
```
12
Properties=species:S:1:pos:R:3:forces:R:3
O -1.90342 -0.26767 1.20742 0.232 -0.235 0.092
C -0.72186 -0.27007 1.45594 -0.231 -0.040 -0.095
C 0.31920 0.29432 0.55673 -0.047 0.155 0.195
C -0.23477 0.99593 -0.67304 0.025 0.146 -0.116
C 0.63991 -0.17573 -0.85823 0.146 0.284 -0.023
O 0.10640 -1.33468 -1.39647 -0.089 -0.166 0.119
H -0.36735 -0.64353 2.43645 0.051 -0.040 -0.082
H 1.19882 0.64848 1.08951 -0.220 0.234 -0.096
H 0.07947 2.00185 -0.92596 0.155 -0.183 -0.030
H -1.29500 0.79197 -0.81681 0.227 0.048 0.137
H 1.67317 0.03950 -1.14202 -0.175 -0.177 0.051
H 0.50542 -2.08037 -0.93353 -0.073 -0.027 -0.153
```
Positions in Å, forces in eV/Å.

For the calculated total energy, the calculation gives -306.43848 a.u. As for the SMILES: O=C[C@@H]1C[C@@H]1O. Its net charge is 0. The calculation puts the HOMO energy at -9.94 eV.

Population analysis type Mulliken, resulting atomic charges in e:
1 O -0.475
2 C -0.075
3 C -0.162
4 C -0.674
5 C 0.013
6 O -0.516
7 H 0.349
8 H 0.385
9 H 0.254
10 H 0.239
11 H 0.333
12 H 0.328


2.
Entry from the OMol25 dataset: C48H66N5O3Sb2Sc as an isolated structure (the ωB97M-V functional and the def2-TZVPD basis).

The geometry in XYZ format:
```
125
Properties=species:S:1:pos:R:3:forces:R:3
Sc -0.67590 0.49180 0.28139 -0.999 -0.089 -0.136
O 0.78400 -1.36430 -0.22757 0.109 0.249 -0.140
H 1.22470 -1.83978 0.48675 0.005 -0.018 -0.027
H 1.22906 -1.62523 -1.05988 -0.026 -0.015 0.074
O -1.60961 0.59677 -1.76801 0.307 0.306 0.144
H -1.90328 1.51799 -1.92578 -0.050 -0.067 -0.045
H -2.20320 0.01658 -2.25783 0.002 -0.054 0.084
C 3.84437 4.76635 2.07026 -0.008 -0.045 -0.035
N 2.82335 3.81424 1.66973 -0.099 0.071 -0.121
C 2.15121 3.77959 0.37993 0.143 0.062 0.174
C 1.29801 2.56242 0.57758 -0.223 -0.195 -0.545
O 0.53454 2.10470 -0.31278 0.393 -0.127 0.138
N 1.44580 2.01327 1.77327 0.288 0.369 0.177
C 2.37260 2.79674 2.39283 -0.013 -0.169 0.057
N 2.80990 2.53174 3.61968 -0.068 0.008 0.016
H 3.96733 5.49440 1.27397 0.008 0.011 0.003
H 4.79924 4.26258 2.22496 0.021 0.012 0.011
H 3.54612 5.29840 2.97434 0.010 0.013 0.009
H 2.84518 3.64450 -0.45341 0.032 -0.045 0.018
H 1.53881 4.66791 0.20943 0.014 0.007 -0.013
H 2.34510 1.81432 4.14907 -0.003 -0.007 -0.019
H 3.43115 3.15705 4.10311 0.017 0.003 -0.002
C -5.02328 -0.97499 -0.80386 0.000 0.032 0.060
C -4.46353 -2.11948 0.04688 -0.295 0.065 -0.158
C -5.16261 -3.43978 -0.26988 -0.039 0.045 0.007
Sb -2.33223 -2.12582 -0.06763 0.257 -0.077 0.180
C -1.78883 -3.18218 -1.87951 -0.021 -0.138 -0.227
C -2.12567 -2.34344 -3.11748 0.082 0.049 0.018
C -2.34829 -4.59366 -2.06172 0.029 0.039 -0.032
C -1.81258 -3.47143 1.54585 -0.059 -0.102 0.154
C -2.91952 -3.44250 2.60035 0.027 0.013 0.034
C -1.45482 -4.90762 1.18715 0.019 -0.041 0.024
H -6.09628 -0.86551 -0.63357 -0.016 -0.013 0.006
H -4.89427 -1.16772 -1.87118 0.011 -0.018 -0.019
H -4.55519 -0.01511 -0.56865 0.013 0.002 0.021
H -4.62854 -1.86422 1.09699 -0.013 -0.034 0.027
H -5.20830 -3.60321 -1.34654 0.011 -0.007 -0.025
H -6.19262 -3.40733 0.09188 -0.018 0.001 -0.014
H -4.68466 -4.31121 0.17786 0.032 0.012 0.028
H -0.69790 -3.24454 -1.80816 0.003 -0.040 0.021
H -3.17691 -2.04736 -3.15182 -0.022 0.004 0.011
H -1.94016 -2.92794 -4.02143 -0.008 -0.026 0.000
H -1.49050 -1.45953 -3.20674 0.008 0.029 0.025
H -3.43460 -4.60012 -2.11621 -0.035 0.020 -0.013
H -2.04413 -5.28487 -1.28402 0.000 0.010 0.042
H -1.97668 -4.99224 -3.00929 -0.002 -0.019 -0.009
H -0.92356 -2.99406 1.96743 0.007 -0.017 0.011
H -3.82559 -3.92901 2.24022 -0.020 0.003 -0.029
H -3.19309 -2.43070 2.91136 0.048 0.024 0.010
H -2.60555 -3.99174 3.49112 0.014 -0.023 0.022
H -2.31007 -5.44879 0.78366 -0.029 0.007 0.017
H -1.14281 -5.44123 2.08949 0.022 0.005 0.004
H -0.63943 -4.97727 0.46590 0.002 0.026 -0.019
C 3.88987 1.94739 -7.16825 0.032 -0.024 -0.006
C 2.68176 2.48343 -6.75529 -0.020 -0.003 0.040
C 2.11448 2.06967 -5.55457 0.018 0.027 0.002
C 2.75633 1.12237 -4.76249 0.046 -0.103 -0.249
C 3.96896 0.58096 -5.19276 -0.049 -0.035 0.012
C 4.53387 0.99346 -6.38790 -0.017 0.026 -0.018
Sb 1.86717 0.52819 -2.94072 0.115 0.316 0.018
C 3.55704 1.06975 -1.71547 0.021 0.103 0.087
C 3.67087 0.63479 -0.39348 -0.079 -0.013 0.002
C 4.71926 1.04713 0.41998 -0.024 0.040 -0.016
C 5.66838 1.93378 -0.07022 -0.002 -0.005 -0.007
C 5.55720 2.39919 -1.37294 0.004 0.012 0.023
C 4.51658 1.96741 -2.18736 -0.037 0.018 -0.039
C 2.26212 -1.56911 -3.07937 0.080 -0.175 0.002
C 3.24016 -2.24115 -2.34595 0.027 -0.018 0.058
C 3.42068 -3.61441 -2.49154 -0.044 0.051 -0.006
C 2.62325 -4.32839 -3.37134 -0.016 -0.034 -0.009
C 1.64712 -3.67206 -4.11211 0.024 -0.006 0.034
C 1.46744 -2.30579 -3.96391 -0.030 0.019 0.043
H 4.33139 2.26575 -8.10280 0.005 0.007 -0.013
H 2.17794 3.21963 -7.36678 -0.013 0.013 -0.003
H 1.16613 2.49457 -5.24438 -0.007 -0.007 0.012
H 4.47583 -0.16885 -4.59520 0.000 -0.004 0.013
H 5.47393 0.57061 -6.71587 0.012 -0.010 -0.004
H 2.93172 -0.04107 0.02196 -0.006 -0.017 -0.001
H 4.79943 0.66942 1.43236 0.002 -0.015 0.015
H 6.50197 2.24068 0.54820 -0.003 0.023 0.015
H 6.29097 3.09104 -1.76530 0.021 -0.006 -0.013
H 4.46711 2.33307 -3.20601 -0.017 -0.007 0.018
H 3.88893 -1.69265 -1.67131 0.010 0.003 -0.032
H 4.19767 -4.11902 -1.93318 0.015 -0.007 0.024
H 2.77058 -5.39296 -3.49273 -0.004 -0.016 -0.005
H 1.03509 -4.22638 -4.81099 -0.010 -0.007 -0.030
H 0.71393 -1.80775 -4.56620 -0.011 0.018 0.014
C -4.21825 4.60924 -1.63972 -0.004 -0.047 0.048
C -4.81519 4.04261 -0.51560 0.008 0.028 -0.046
C -4.12410 3.14614 0.27768 -0.080 -0.027 -0.051
C -2.80877 2.78824 -0.03226 -0.068 -0.232 0.005
C -2.19877 3.39346 -1.13235 0.034 0.189 -0.040
C -2.90694 4.28906 -1.93556 0.009 -0.037 0.032
N -2.14717 1.79761 0.74391 0.405 0.122 0.402
C -2.24618 2.02789 2.15335 -0.100 -0.097 -0.233
C -1.87751 3.26156 2.69887 0.093 0.032 0.065
C -1.96046 3.47856 4.06150 -0.026 -0.098 0.031
C -2.43210 2.47386 4.90681 0.034 0.047 -0.024
C -2.81882 1.25746 4.37002 0.031 0.011 -0.080
C -2.72048 1.03487 2.99935 -0.124 -0.087 0.087
H -4.77019 5.29781 -2.26336 -0.003 0.026 0.003
H -5.83504 4.29866 -0.26100 -0.014 0.002 -0.004
H -4.60623 2.70540 1.14145 0.011 -0.017 0.005
H -1.14238 3.23950 -1.31887 0.000 -0.070 -0.029
H -2.41226 4.74668 -2.78248 -0.001 0.007 -0.009
H -1.54216 4.05185 2.03695 -0.005 -0.001 -0.008
H -1.67805 4.43949 4.47029 -0.009 0.024 0.015
H -2.52864 2.65742 5.96821 -0.004 0.009 0.015
H -3.24837 0.49506 5.00687 0.021 -0.029 0.025
H -3.05843 0.09745 2.56838 -0.017 0.013 -0.013
C -0.85403 -1.83718 5.39296 -0.050 0.099 -0.028
C 0.44116 -1.33754 4.73951 -0.026 -0.058 -0.303
C 1.02397 -0.15828 5.53283 0.072 0.051 0.065
C 1.45083 -2.48758 4.61919 0.028 -0.010 -0.005
C 0.13476 -0.87023 3.36647 -0.032 0.127 0.154
N -0.09908 -0.47240 2.31542 -0.027 -0.186 -0.015
H -0.58689 -2.36488 6.30759 -0.016 0.009 0.029
H -1.39344 -2.52089 4.74228 -0.006 -0.071 -0.016
H -1.50892 -1.00653 5.64928 -0.019 0.014 -0.024
H 0.87328 -0.34021 6.59663 0.038 -0.031 -0.002
H 0.52292 0.77962 5.28649 -0.064 -0.005 0.030
H 2.09963 -0.06945 5.36908 -0.006 0.035 -0.076
H 1.72114 -2.81846 5.62133 0.010 -0.003 0.011
H 2.35937 -2.17014 4.10649 0.005 -0.004 0.001
H 1.02039 -3.33592 4.08643 -0.008 -0.008 0.001
```
Positions in Å, forces in eV/Å.

For the calculated total energy, the calculation gives -3609.04526 a.u. Its net charge is +2. The calculation puts the HOMO energy at -12.10 eV.

Atomic partial charges in e from the Mulliken method, atoms 1 to 99:
1 Sc -0.401
2 O 0.592
3 H 0.151
4 H -0.394
5 O -0.110
6 H -0.012
7 H 0.164
8 C -1.191
9 N 0.199
10 C -0.507
11 C -0.228
12 O 0.542
13 N 0.884
14 C -0.197
15 N -0.299
16 H 0.400
17 H 0.381
18 H 0.411
19 H 0.309
20 H 0.470
21 H 0.021
22 H 0.223
23 C -1.245
24 C 0.691
25 C -1.712
26 Sb 0.813
27 C 1.298
28 C -1.424
29 C -1.628
30 C 1.700
31 C -1.662
32 C -1.832
33 H 0.446
34 H 0.259
35 H 0.055
36 H 0.451
37 H 0.385
38 H 0.445
39 H 0.329
40 H -0.143
41 H 0.374
42 H 0.467
43 H -0.003
44 H 0.223
45 H 0.345
46 H 0.497
47 H -0.650
48 H 0.322
49 H 0.257
50 H 0.480
51 H 0.378
52 H 0.493
53 H 0.387
54 C -0.524
55 C -0.567
56 C -0.631
57 C 0.108
58 C 0.002
59 C -0.728
60 Sb 0.609
61 C 0.207
62 C 0.044
63 C -0.822
64 C -0.724
65 C -0.890
66 C -0.586
67 C -0.196
68 C 0.497
69 C -0.825
70 C -0.600
71 C -0.730
72 C -1.002
73 H 0.400
74 H 0.416
75 H 0.325
76 H 0.387
77 H 0.420
78 H 0.290
79 H 0.557
80 H 0.501
81 H 0.435
82 H 0.467
83 H 0.495
84 H 0.481
85 H 0.444
86 H 0.505
87 H 0.474
88 C -0.711
89 C -0.654
90 C -0.816
91 C 0.027
92 C -0.502
93 C -0.891
94 N 2.090
95 C -0.308
96 C -0.138
97 C -0.870
98 C -0.815
99 C -0.533


3.
Entry from the OMol25 dataset: an isolated ion of composition IO3P and charge -2 (the ωB97M-V functional and the def2-TZVPD basis).

The geometry in XYZ format:
```
5
Properties=species:S:1:pos:R:3:forces:R:3
O 0.93688 0.23578 -1.39875 0.321 -0.410 0.123
P 0.24637 0.32712 -0.08221 2.099 -2.291 4.046
O -0.45521 1.59955 0.23337 -0.107 0.083 0.425
O 1.00665 -0.73928 1.55485 -1.712 3.006 -4.382
I -1.73469 -1.42316 -0.30727 -0.600 -0.387 -0.212
```
Positions in Å, forces in eV/Å.

For the calculated total energy, the calculation gives -864.78062 a.u. As for the SMILES: O=P([O-])([O-])I. Its net charge is -2. The calculation puts the HOMO energy at 0.36 eV.

Population analysis type Mulliken, resulting atomic charges in e:
1 O -0.608
2 P 0.674
3 O -0.606
4 O -0.904
5 I -0.556


4.
Entry from the OMol25 dataset: one molecule with the formula C5H8N2 (the ωB97M-V functional and the def2-TZVPD basis).

The geometry in XYZ format:
```
15
Properties=species:S:1:pos:R:3:forces:R:3
C -1.83006 -0.95845 0.68063 -0.013 0.120 -0.084
C -0.56170 -0.51905 -0.01670 0.021 -0.259 -0.001
C -0.25830 0.83439 -0.56201 0.087 0.091 -0.198
N 0.26471 0.44380 0.71128 0.194 -0.055 0.277
C 1.72832 0.31233 0.53840 0.188 -0.078 0.076
C 2.11357 0.50322 -0.92163 -1.409 0.293 -0.193
N 0.94487 0.82431 -1.46615 -0.347 0.113 0.229
H -2.28898 -0.12292 1.21535 0.058 -0.068 -0.090
H -1.60186 -1.73983 1.41797 0.025 0.191 -0.160
H -2.55916 -1.37225 -0.02348 0.107 0.084 0.035
H -0.04991 -1.30929 -0.56893 0.084 0.065 0.166
H 0.80558 1.02770 -2.45681 0.328 -0.111 0.487
H -1.00176 1.65030 -0.60594 0.683 -0.361 -0.317
H 2.23553 1.08382 1.13436 -0.048 -0.140 -0.114
H 2.05916 -0.65808 0.92368 0.043 0.114 -0.111
```
Positions in Å, forces in eV/Å.

For the calculated total energy, the calculation gives -304.72299 a.u. Its net charge is 0. The calculation puts the HOMO energy at -8.49 eV.

Population analysis type Mulliken, resulting atomic charges in e:
1 C -1.352
2 C 0.126
3 C -0.010
4 N -0.448
5 C -0.292
6 C -0.334
7 N -0.050
8 H 0.334
9 H 0.290
10 H 0.332
11 H 0.365
12 H 0.183
13 H 0.316
14 H 0.263
15 H 0.276


5.
Entry from the OMol25 dataset: a 6-piece molecular cluster, C17H28Cl10FNO5P2S overall (the ωB97M-V functional and the def2-TZVPD basis).

The geometry in XYZ format:
```
65
Properties=species:S:1:pos:R:3:forces:R:3
C 6.24568 -2.16662 -0.92578 0.014 -1.247 0.480
C 5.19908 -1.79018 0.30702 1.286 -1.237 -0.553
P 4.37047 -0.07795 0.13201 0.177 1.307 1.045
C 5.08325 0.90790 -1.36420 0.088 -0.335 -1.942
C 4.43140 2.40263 -1.54492 0.079 0.438 -0.002
C 2.48816 -0.18852 -0.16861 -3.301 -2.174 -3.189
C 1.82377 -1.14497 -1.14258 1.010 2.772 2.331
C 2.72008 -2.21581 -2.01257 -0.737 -0.366 1.084
C 1.84191 -3.06130 -3.10932 0.284 -0.346 0.705
O 1.19597 -4.20135 -2.37781 -1.426 1.756 -1.715
C 0.18361 -1.01002 -1.25950 -2.424 -3.452 -0.095
O -0.67954 -2.01970 -1.39495 5.173 6.360 0.576
C -0.41110 0.54951 -1.15468 1.878 1.138 3.185
P -1.86855 0.96322 -2.32642 0.927 1.363 -3.089
N -1.34684 1.97821 -3.50105 -0.791 -2.023 0.580
C 0.23229 1.47665 -0.18410 -1.273 -3.946 -2.517
S -0.39514 3.22774 0.03114 2.329 7.427 1.947
O 0.07902 3.88412 1.38108 -2.239 -3.898 -5.178
O -0.07928 4.18676 -1.14239 -1.676 -4.841 3.757
F -2.13719 3.15936 0.16574 2.931 -0.585 -0.487
C 1.50591 0.84861 0.69944 0.871 1.179 5.061
O 1.67120 1.13679 1.99283 -1.136 -1.715 -8.753
H 5.71212 -2.31695 -1.96363 1.087 0.539 2.069
H 7.15501 -1.42284 -1.00686 -2.049 -1.371 0.129
H 6.69916 -3.23049 -0.64215 -0.858 2.276 -0.663
H 4.40881 -2.64496 0.51227 1.773 1.810 -0.651
H 5.88467 -1.72936 1.28242 -1.746 0.052 -2.025
H 4.86518 0.26875 -2.32881 0.621 1.439 1.568
H 6.26295 0.99926 -1.27864 -2.566 -0.351 0.164
H 3.46420 2.40427 -2.23462 1.974 -0.166 1.711
H 4.20037 2.87055 -0.48592 0.313 -0.950 -2.173
H 5.19854 3.13643 -2.07684 -1.521 -1.724 1.144
H 3.65985 -1.66664 -2.44437 -2.021 -0.883 0.642
H 3.13715 -3.01200 -1.22911 -0.973 1.644 -1.752
H 2.59527 -3.55454 -3.85724 -1.534 1.224 1.148
H 1.00464 -2.40985 -3.62182 1.964 -1.223 0.844
H 0.20870 -4.18570 -2.63800 2.425 0.024 0.782
H -2.98494 1.50729 -1.59651 0.868 -0.640 0.179
H -2.29902 -0.24873 -2.99092 0.189 0.326 1.386
H -1.46259 1.49334 -4.44052 0.275 0.730 1.614
Cl 4.14843 -3.93690 3.69562 0.061 -0.049 -0.022
C 3.03871 -2.57518 3.89404 -0.216 0.141 0.088
Cl 2.95744 -1.60106 2.42110 -0.328 -0.175 0.651
H 2.04141 -2.95928 4.12204 0.449 0.232 -0.284
H 3.38932 -1.94745 4.71686 -0.019 -0.150 -0.271
Cl -5.37587 1.74632 2.63003 0.092 -0.011 0.070
C -5.18266 3.13564 1.55412 0.349 0.359 0.003
Cl -6.36667 3.09355 0.24208 -0.027 0.035 -0.061
H -5.32231 4.05374 2.13005 -0.059 -0.296 -0.130
H -4.17718 3.11755 1.12671 -0.344 -0.086 0.118
Cl -6.43029 4.44498 -4.28300 -0.006 0.107 0.036
C -7.82505 4.48142 -3.19745 -0.121 0.320 0.119
Cl -8.43379 2.85066 -2.88903 -0.074 0.045 0.092
H -7.52610 4.93483 -2.24920 0.009 -0.226 -0.238
H -8.61815 5.07624 -3.65700 0.219 -0.256 0.036
Cl 1.70788 -4.41694 5.97522 -0.350 -0.235 0.513
C 0.95579 -5.61759 4.91790 -0.260 -0.077 -0.200
Cl 1.90159 -7.11053 4.87702 -0.109 0.034 -0.066
H -0.04672 -5.84163 5.29060 0.340 0.050 0.002
H 0.89073 -5.20981 3.90623 0.149 -0.098 0.225
Cl -9.20908 0.95266 4.43682 0.109 0.049 0.053
C -9.01587 2.34198 3.36091 0.247 0.295 0.014
Cl -10.19988 2.29989 2.04888 0.053 0.102 -0.039
H -9.15552 3.26008 3.93684 -0.099 -0.300 -0.122
H -8.01039 2.32389 2.93351 -0.331 -0.139 0.065
```
Positions in Å, forces in eV/Å.

For the calculated total energy, the calculation gives -6877.69580 a.u. As for the SMILES: CCP(CC)C1=C(CCO)C(=O)C([PH2]=N)=C(S(=O)(=O)F)C1=O.ClCCl.ClCCl.ClCCl.ClCCl.ClCCl. Its net charge is 0. The calculation puts the HOMO energy at -8.46 eV.

Population analysis type Mulliken, resulting atomic charges in e:
1 C -0.967
2 C -0.260
3 P 0.244
4 C -0.362
5 C -0.883
6 C -0.250
7 C 0.403
8 C 0.261
9 C -0.497
10 O -0.525
11 C -0.141
12 O -0.536
13 C 0.141
14 P 0.186
15 N -0.604
16 C 0.272
17 S 1.089
18 O -0.529
19 O -0.480
20 F -0.309
21 C 0.080
22 O -0.495
23 H 0.212
24 H 0.276
25 H 0.335
26 H 0.216
27 H 0.387
28 H 0.218
29 H 0.340
30 H 0.202
31 H 0.267
32 H 0.328
33 H -0.087
34 H 0.134
35 H 0.283
36 H 0.294
37 H 0.327
38 H 0.091
39 H 0.131
40 H 0.214
41 Cl -0.145
42 C -0.360
43 Cl -0.071
44 H 0.125
45 H 0.342
46 Cl -0.170
47 C 0.311
48 Cl -0.087
49 H 0.307
50 H -0.294
51 Cl -0.150
52 C -0.218
53 Cl -0.149
54 H 0.220
55 H 0.292
56 Cl -0.150
57 C -0.203
58 Cl -0.141
59 H 0.335
60 H 0.198
61 Cl -0.163
62 C 0.384
63 Cl -0.156
64 H 0.263
65 H -0.326


One value per record, in order, for ΔE to the lowest compared entry with this formula, charge and spin: 1.845 0.229 3.358 3.061 9.912 eV.
One value per record, in order, for HOMO-LUMO gap: 10.60 7.72 5.24 9.54 5.66 eV.